No. 1
Formula: C42H103N6O21
Source: the Open Molecules 2025 dataset
Level of theory: ωB97M-V with the def2-TZVPD basis set

Atoms and positions in Å:
O: -0.987 0.237 -0.324
H: -0.654 0.286 0.575
H: -0.745 -0.612 -0.701
H: -0.601 0.959 -0.825
C: -0.376 -2.185 -4.423
C: -0.639 -1.847 -3.166
C: -0.649 -2.841 -2.088
O: -0.672 -2.507 -0.836
C: -0.636 -4.153 -2.398
C: -0.424 -4.687 -3.740
C: -0.308 -3.561 -4.902
O: -0.041 -3.950 -6.014
O: -0.425 -5.863 -4.063
O: -0.764 -0.558 -3.032
H: -0.159 -1.405 -5.139
H: -0.645 -4.893 -1.611
O: -1.695 0.061 -6.052
H: -2.031 -0.581 -5.427
H: -1.106 0.612 -5.536
O: 0.270 -3.457 1.793
H: -0.128 -3.154 0.977
H: 1.029 -3.969 1.515
O: 0.527 1.319 -4.796
H: 0.073 0.635 -4.305
H: 1.154 0.845 -5.343
O: 0.591 4.030 -4.852
H: -0.338 4.077 -4.629
H: 0.774 3.094 -4.924
C: 3.924 4.165 -3.331
O: 4.159 4.129 -1.888
C: 4.570 2.916 -1.315
C: 5.953 2.518 -1.870
N: 7.012 3.452 -1.514
C: 8.182 3.482 -2.396
C: 7.928 4.318 -3.766
O: 7.750 5.703 -3.316
C: 7.431 6.625 -4.385
H: 4.881 4.068 -3.844
H: 3.455 5.116 -3.584
H: 3.379 3.325 -3.760
H: 3.969 2.039 -1.553
H: 4.579 3.072 -0.236
H: 6.023 2.527 -2.958
H: 6.100 1.460 -1.652
H: 6.673 4.403 -1.564
H: 8.552 2.492 -2.664
H: 9.068 3.973 -1.996
H: 7.050 3.931 -4.283
H: 8.833 4.284 -4.373
H: 7.446 7.682 -4.119
H: 6.432 6.563 -4.816
H: 8.064 6.520 -5.266
C: -5.433 0.028 -1.393
O: -6.157 -0.951 -0.659
C: -5.369 -1.843 0.096
C: -4.450 -2.768 -0.697
N: -5.234 -3.494 -1.640
C: -4.394 -4.155 -2.675
C: -3.848 -3.050 -3.627
O: -4.948 -2.373 -4.169
C: -4.654 -1.397 -5.171
H: -5.177 -0.369 -2.376
H: -4.643 0.494 -0.803
H: -6.042 0.890 -1.666
H: -6.105 -2.303 0.756
H: -4.699 -1.307 0.769
H: -3.966 -3.467 -0.015
H: -3.671 -2.111 -1.087
H: -5.792 -2.820 -2.145
H: -5.011 -4.799 -3.301
H: -3.584 -4.660 -2.147
H: -3.254 -3.416 -4.465
H: -3.206 -2.297 -3.170
H: -4.036 -1.760 -5.992
H: -4.126 -0.548 -4.737
H: -5.597 -1.122 -5.643
C: -2.990 2.613 1.996
O: -2.423 1.352 2.083
C: -1.524 1.160 3.147
C: -1.022 -0.316 3.199
N: -0.055 -0.503 2.107
C: 1.261 0.189 2.287
C: 2.187 -0.342 1.132
O: 1.718 0.239 -0.080
C: 2.429 -0.274 -1.245
H: -3.880 2.497 1.378
H: -2.330 3.367 1.567
H: -3.358 2.955 2.963
H: -2.083 1.306 4.071
H: -0.654 1.811 3.236
H: -1.896 -0.957 3.086
H: -0.486 -0.525 4.125
H: 0.042 -1.500 1.977
H: 1.708 0.077 3.275
H: 1.092 1.255 2.135
H: 2.095 -1.428 1.097
H: 3.230 -0.096 1.330
H: 1.946 0.124 -2.138
H: 2.423 -1.350 -1.415
H: 3.481 0.012 -1.209
C: 8.414 -1.633 5.057
O: 7.087 -2.062 4.953
C: 6.847 -3.418 5.276
C: 5.371 -3.805 4.822
N: 5.332 -3.970 3.358
C: 3.971 -4.320 2.988
C: 3.892 -4.173 1.477
O: 2.505 -4.426 1.171
C: 2.241 -4.803 -0.193
H: 8.773 -1.886 6.055
H: 8.375 -0.545 5.008
H: 9.043 -2.168 4.345
H: 6.913 -3.489 6.362
H: 7.562 -4.128 4.859
H: 4.757 -2.925 5.018
H: 5.075 -4.722 5.333
H: 5.673 -3.140 2.894
H: 3.160 -3.769 3.464
H: 3.716 -5.351 3.233
H: 4.619 -4.794 0.952
H: 4.105 -3.178 1.088
H: 1.211 -5.107 -0.382
H: 2.924 -5.613 -0.449
H: 2.556 -3.870 -0.660
C: -2.802 4.096 -4.525
O: -1.907 3.153 -3.872
C: -2.422 2.853 -2.562
C: -1.326 3.386 -1.668
N: -0.135 2.551 -1.783
C: 1.086 3.253 -1.463
C: 1.218 3.697 0.042
O: 0.492 4.863 0.436
C: 0.834 5.486 1.630
H: -2.428 4.180 -5.546
H: -2.571 5.034 -4.020
H: -3.861 3.846 -4.459
H: -2.605 1.780 -2.497
H: -3.326 3.406 -2.306
H: -1.576 3.450 -0.609
H: -1.090 4.410 -1.961
H: -0.092 2.257 -2.749
H: 1.113 4.195 -2.011
H: 1.844 2.590 -1.879
H: 2.256 3.854 0.339
H: 0.850 2.869 0.648
H: 1.868 5.830 1.621
H: 0.706 4.891 2.535
H: 0.186 6.362 1.661
C: -5.275 2.131 7.258
O: -4.938 0.894 6.546
C: -5.039 1.034 5.116
C: -4.920 -0.323 4.371
N: -6.118 -1.126 4.544
C: -6.069 -2.513 4.066
C: -7.214 -3.398 4.593
O: -7.070 -3.705 5.975
C: -6.391 -4.874 6.341
H: -5.761 1.927 8.212
H: -6.015 2.706 6.701
H: -4.359 2.715 7.354
H: -4.230 1.694 4.804
H: -5.936 1.578 4.819
H: -4.134 -0.853 4.909
H: -4.667 -0.185 3.320
H: -6.200 -1.265 5.541
H: -5.123 -3.037 4.206
H: -6.260 -2.488 2.994
H: -7.396 -4.261 3.954
H: -8.149 -2.856 4.456
H: -6.935 -5.813 6.230
H: -6.121 -4.636 7.370
H: -5.441 -5.102 5.857

Results
LUMO (eV): 1.8
Kohn-Sham gap (Eh): 0.2243
Total charge: -1

***

No. 2
Formula: C4H24NO7
Source: the Open Molecules 2025 dataset
Level of theory: ωB97M-V with the def2-TZVPD basis set

Atoms and positions in Å:
C: 0.086 -2.237 0.455
C: 0.453 -0.838 0.152
C: 0.889 -0.597 -1.268
C: 1.095 0.805 -1.837
O: 1.035 1.804 -0.838
N: 1.649 -0.383 1.032
H: 0.061 -2.396 1.536
H: 0.788 -2.971 0.011
H: -0.811 -2.481 -0.138
H: -0.353 -0.170 0.489
H: 1.657 -1.329 -1.611
H: 0.094 -1.100 -1.813
H: 2.127 0.780 -2.181
H: 0.407 1.079 -2.628
H: 0.148 2.185 -0.777
H: 1.819 0.637 0.751
H: 1.521 -0.440 2.042
H: 2.526 -0.832 0.788
H: -1.695 3.164 0.992
H: -1.142 4.107 -0.016
O: -1.007 3.209 0.311
H: -3.548 1.663 -2.332
H: -2.467 1.936 -3.198
O: -2.602 1.423 -2.377
H: -0.921 -0.251 3.826
H: -1.255 -0.517 2.370
O: -0.512 -0.282 2.955
H: 0.571 -3.748 -3.011
H: 0.480 -4.555 -1.761
O: 0.748 -3.677 -2.063
H: -3.625 -1.100 2.436
H: -3.005 0.006 1.495
O: -3.216 -0.231 2.412
H: 3.424 2.626 1.554
H: 1.941 2.601 0.903
O: 2.644 2.111 1.341

Results
LUMO (eV): -2.5
ΔE to the lowest compared entry with this formula, charge and spin (kcal per mole): 4.6
Kohn-Sham gap (Eh): 0.4062
Total charge: +1

***

No. 3
Formula: C31H32Br2Cl3MoN8O2S3
Source: the Open Molecules 2025 dataset
Level of theory: ωB97M-V with the def2-TZVPD basis set

Atoms and positions in Å:
Mo: 2.468 0.772 -0.947
Br: 4.485 2.330 -0.807
C: 3.982 6.006 1.521
Br: 2.677 5.536 2.756
H: 4.974 6.001 1.839
H: 3.578 6.196 0.557
S: 4.700 -0.717 1.269
C: 4.404 -1.370 -0.214
N: 3.843 -0.780 -1.288
C: 4.041 -1.442 -2.510
C: 4.009 -0.917 -3.785
C: 4.269 -1.742 -4.885
C: 4.606 -3.097 -4.669
C: 4.755 -3.597 -3.379
C: 4.574 -2.761 -2.290
S: 4.915 -3.073 -0.638
H: 3.798 0.155 -3.994
H: 4.273 -1.306 -5.881
H: 4.712 -3.746 -5.498
H: 5.063 -4.621 -3.147
N: 1.364 0.624 -2.281
C: 0.521 0.197 -3.284
C: 0.085 -1.123 -3.298
C: -1.028 -1.442 -4.100
C: -1.643 -0.506 -4.868
C: -1.073 0.765 -4.979
C: 0.017 1.120 -4.228
H: 0.509 -1.900 -2.658
H: -1.418 -2.455 -4.018
H: -2.561 -0.781 -5.348
H: -1.523 1.515 -5.639
H: 0.467 2.108 -4.268
N: 2.634 0.699 5.361
C: 2.092 1.427 4.311
N: 0.731 1.270 4.105
O: 2.805 2.232 3.675
H: 2.209 -0.182 5.605
H: 3.652 0.659 5.267
H: 0.208 0.898 4.913
H: 0.318 2.105 3.687
Cl: -3.752 5.271 -0.119
C: -3.623 3.630 0.171
C: -3.240 3.209 1.449
C: -3.098 1.848 1.722
C: -3.414 0.871 0.768
C: -3.341 -0.584 1.247
C: -2.301 -1.409 0.477
N: -0.914 -0.994 0.834
C: 0.048 -1.765 1.491
C: 1.259 -1.158 1.310
N: 1.077 -0.121 0.414
C: -0.235 -0.012 0.202
O: -4.650 -1.182 1.183
C: -5.146 -1.692 2.410
C: -4.367 -2.951 2.839
C: -3.350 -3.015 3.765
Cl: -2.979 -1.837 4.954
S: -2.437 -4.487 3.630
C: -3.544 -5.086 2.476
C: -4.510 -4.193 2.128
C: -3.886 1.299 -0.500
Cl: -4.421 0.207 -1.733
C: -3.946 2.674 -0.807
H: -3.071 3.952 2.208
H: -2.729 1.568 2.694
H: -3.054 -0.558 2.303
H: -2.444 -1.306 -0.621
H: -2.428 -2.475 0.770
H: -0.219 -2.623 2.082
H: 2.249 -1.370 1.715
H: -0.737 0.720 -0.421
H: -6.221 -1.928 2.257
H: -5.047 -0.932 3.222
H: -3.475 -6.105 2.094
H: -5.284 -4.394 1.400
H: -4.229 2.971 -1.797
N: 1.250 3.348 -0.790
N: 1.693 2.494 0.334
H: 2.127 3.739 -1.185
H: 0.756 4.184 -0.434
H: 0.843 2.217 0.842
H: 2.296 2.917 1.053

Results
Multiplicity: 3
LUMO (alpha / beta) (eV): -3.5 / -3.8
ΔE to the lowest compared entry with this formula, charge and spin (kcal per mole): 0.0
Kohn-Sham gap (alpha / beta) (Eh): 0.2390 / 0.2318
Total charge: +1

***

No. 4
Formula: C4H5N4O3
Source: the Open Molecules 2025 dataset
Level of theory: ωB97M-V with the def2-TZVPD basis set

Atoms and positions in Å:
O: 0.835 1.287 0.258
C: 0.205 0.280 0.164
O: 1.279 -1.006 -0.038
N: 2.552 -1.131 -0.170
N: 3.540 -0.370 -0.177
O: 3.624 0.964 -0.016
C: -1.153 0.054 0.078
C: -2.015 1.155 -0.179
N: -3.263 0.736 -0.196
C: -3.236 -0.560 0.057
N: -1.990 -1.026 0.204
H: 4.451 -0.824 -0.290
H: 2.735 1.392 0.119
H: -1.730 2.173 -0.372
H: -4.126 -1.154 0.134
H: -1.708 -1.970 0.424

Results
LUMO (eV): -5.0
ΔE to the lowest compared entry with this formula, charge and spin (kcal per mole): 72.2
Kohn-Sham gap (Eh): 0.3307
Structure (SMILES): O=C(O/N=[NH+]\O)c1cnc[nH]1
Total charge: +1

***

No. 5
Formula: C8H14O
Source: the Open Molecules 2025 dataset
Level of theory: ωB97M-V with the def2-TZVPD basis set

Atoms and positions in Å:
C: 0.441 0.753 0.248
C: 1.152 2.021 -0.199
C: 0.360 0.674 1.771
C: -1.480 -1.157 -0.107
C: 0.705 -1.523 -0.139
C: -0.961 0.591 -0.420
C: 1.172 -2.740 0.015
C: -1.059 0.805 -1.804
O: 1.257 -0.346 -0.254
H: -1.686 1.163 0.156
H: 1.261 2.031 -1.282
H: 2.140 2.076 0.261
H: 0.570 2.894 0.097
H: -0.225 1.512 2.150
H: -0.105 -0.251 2.104
H: 1.361 0.723 2.201
H: -1.430 -1.766 -1.013
H: -1.416 -1.755 0.801
H: -2.512 -0.813 -0.032
H: 0.505 -3.590 -0.042
H: 2.225 -2.929 0.213
H: -1.930 1.271 -2.241
H: -0.345 0.356 -2.482

Results
LUMO (alpha / beta) (eV): 0.6 / -0.1
ΔE to the lowest compared entry with this formula, charge and spin (kcal per mole): 129.0
Kohn-Sham gap (alpha / beta) (Eh): 0.3136 / 0.2598

***

No. 6
Formula: C4H8N2O
Source: the Open Molecules 2025 dataset
Level of theory: ωB97M-V with the def2-TZVPD basis set

Atoms and positions in Å:
N: -1.226 2.531 -0.245
C: -1.090 1.412 0.019
C: -0.841 -0.013 0.341
N: -2.084 -0.766 0.218
C: 0.238 -0.557 -0.604
C: 1.560 0.177 -0.438
O: 1.992 0.022 0.905
H: -0.413 -0.033 1.353
H: -1.886 -1.719 -0.061
H: -2.574 -0.802 1.105
H: -0.108 -0.497 -1.642
H: 0.388 -1.615 -0.360
H: 1.427 1.235 -0.695
H: 2.306 -0.244 -1.125
H: 2.313 0.869 1.229

Results
LUMO (eV): 0.8
ΔE to the lowest compared entry with this formula, charge and spin (kcal per mole): 36.9
Kohn-Sham gap (Eh): 0.4026
Structure (SMILES): N#C[C@@H](N)CCO

***

No. 7
Formula: C4H8FN2
Source: the Open Molecules 2025 dataset
Level of theory: ωB97M-V with the def2-TZVPD basis set

Atoms and positions in Å:
C: -0.712 0.349 0.202
C: 0.807 -1.535 -0.098
C: 1.722 -0.385 0.089
C: 0.332 -0.126 -0.559
N: -1.931 1.516 -0.952
N: -0.940 0.380 1.449
F: 0.173 0.063 -1.861
H: 1.091 -2.197 -0.845
H: 0.365 -1.761 0.862
H: 1.823 0.058 1.036
H: 2.630 -0.152 -0.449
H: -1.303 2.351 -0.977
H: -1.757 1.035 -1.769
H: -0.454 -0.294 2.075
H: -1.845 0.697 1.797

Results
LUMO (eV): -5.0
ΔE to the lowest compared entry with this formula, charge and spin (kcal per mole): 103.0
Kohn-Sham gap (Eh): 0.3856
Total charge: +1

***

No. 8
Formula: C7H12F3InO3
Source: the Open Molecules 2025 dataset
Level of theory: ωB97M-V with the def2-TZVPD basis set

Atoms and positions in Å:
In: -3.016 23.971 4.247
C: -0.807 20.651 5.612
O: -1.081 19.687 4.557
O: -1.954 21.526 5.609
C: -0.445 20.002 6.980
F: -1.326 19.151 7.448
F: 0.693 19.323 6.926
F: -0.273 21.002 7.918
C: 0.087 19.083 3.897
C: -0.328 18.000 2.868
H: -0.700 18.381 1.917
H: 0.602 17.471 2.660
H: -0.933 17.234 3.353
H: 0.796 18.554 4.534
H: 0.701 19.805 3.359
H: 0.125 21.096 5.264
C: -3.923 28.120 6.866
C: -2.714 27.743 5.966
O: -2.551 26.579 5.616
C: -1.821 28.840 5.492
H: -3.768 28.623 7.821
H: -4.519 27.305 7.278
H: -4.579 28.665 6.188
H: -0.921 28.727 6.095
H: -2.176 29.863 5.619
H: -1.530 28.640 4.461

Results
Multiplicity: 2
LUMO (alpha / beta) (eV): -4.6 / -6.4
Kohn-Sham gap (alpha / beta) (Eh): 0.3266 / 0.2593
Total charge: +1

***

No. 9
Formula: C4H14NO2
Source: the Open Molecules 2025 dataset
Level of theory: ωB97M-V with the def2-TZVPD basis set

Atoms and positions in Å:
O: -0.905 -0.903 -1.752
C: -1.459 0.245 -1.229
C: -0.923 0.487 0.198
N: 0.538 0.088 0.226
C: 1.010 -0.084 1.583
C: -0.970 1.974 0.594
H: -1.421 -1.710 -1.468
H: -2.503 0.107 -1.161
H: -1.284 1.182 -1.903
H: -1.348 -0.174 0.950
H: 0.837 -0.718 -0.365
H: 1.167 0.807 -0.319
H: 0.883 0.599 2.530
H: 2.046 -0.324 1.656
H: 0.431 -0.971 2.004
H: -2.029 2.339 0.833
H: -0.608 2.047 1.661
H: -0.312 2.651 -0.082
H: 3.058 -2.535 -1.300
H: 1.593 -2.914 -1.406
O: 2.200 -2.194 -1.249

Results
LUMO (eV): -2.9
ΔE to the lowest compared entry with this formula, charge and spin (kcal per mole): 50.7
Kohn-Sham gap (Eh): 0.4394
Total charge: +1

***

No. 10
Formula: CH4O3S
Source: the Open Molecules 2025 dataset
Level of theory: ωB97M-V with the def2-TZVPD basis set

Atoms and positions in Å:
O: 0.644 -1.028 -0.343
C: 0.050 0.086 0.247
O: 0.452 0.295 1.535
O: 0.269 1.142 -0.609
S: -1.945 -0.393 0.110
H: 0.398 -1.140 -1.269
H: 1.069 -0.538 1.614
H: 0.696 1.869 -0.111
H: -1.635 -0.293 -1.175

Results
LUMO (eV): 0.4
ΔE to the lowest compared entry with this formula, charge and spin (kcal per mole): 27.2
Kohn-Sham gap (Eh): 0.3485
Structure (SMILES): OC(O)(O)S

***

No. 11
Formula: C11H26N2S5TeTi
Source: the Open Molecules 2025 dataset
Level of theory: ωB97M-V with the def2-TZVPD basis set

Atoms and positions in Å:
Ti: -0.349 0.429 0.225
C: 2.729 -1.128 -0.640
C: 3.172 0.152 0.038
S: 1.960 1.515 -0.088
C: 1.922 1.896 -1.883
C: 0.781 2.855 -2.161
S: -0.838 2.199 -1.622
C: -1.432 1.308 -3.110
C: -2.360 0.181 -2.699
S: -1.683 -0.929 -1.426
C: -0.277 -1.709 -2.308
C: 0.442 -2.633 -1.347
S: 1.144 -1.721 0.075
H: 3.468 -1.911 -0.469
H: 2.601 -1.005 -1.715
H: 4.118 0.500 -0.378
H: 3.306 0.000 1.110
H: 1.796 0.961 -2.428
H: 2.877 2.348 -2.154
H: 0.716 3.074 -3.226
H: 0.909 3.798 -1.631
H: -0.575 0.962 -3.685
H: -1.991 2.023 -3.713
H: -2.632 -0.440 -3.553
H: -3.281 0.567 -2.259
H: 0.384 -0.928 -2.685
H: -0.690 -2.267 -3.149
H: 1.259 -3.170 -1.829
H: -0.237 -3.378 -0.933
C: -0.384 -1.934 3.424
Te: -1.856 -0.974 2.190
C: -2.604 -2.791 1.336
H: -0.909 -2.397 4.257
H: 0.311 -1.186 3.796
H: 0.149 -2.691 2.855
H: -1.798 -3.371 0.894
H: -3.357 -2.547 0.592
H: -3.066 -3.360 2.140
N: 0.662 1.827 3.314
C: -0.629 2.173 3.133
N: -1.406 2.369 4.169
S: -1.268 2.325 1.540
H: 1.053 1.897 4.248
H: 1.302 2.113 2.591
H: -1.055 2.405 5.119
H: -2.384 2.590 4.046

Results
Multiplicity: 2
LUMO (alpha / beta) (eV): -10.5 / -10.2
ΔE to the lowest compared entry with this formula, charge and spin (kcal per mole): 8.1
Kohn-Sham gap (alpha / beta) (Eh): 0.2695 / 0.2916
Total charge: +3

***

No. 12
Formula: C4H12OS2
Source: the Open Molecules 2025 dataset
Level of theory: ωB97M-V with the def2-TZVPD basis set

Atoms and positions in Å:
C: -1.841 1.502 -0.758
C: -2.379 1.355 0.674
C: -1.465 0.219 -1.432
S: 0.299 -0.408 -0.980
S: 1.095 0.901 0.414
C: 1.712 2.189 -0.722
H: -1.040 2.273 -0.816
H: -2.562 2.044 -1.375
H: -3.379 0.918 0.605
H: -2.493 2.338 1.136
H: -1.794 0.651 1.271
H: -1.315 0.158 -2.498
H: -2.048 -0.649 -1.126
H: 2.804 2.158 -0.700
H: 1.535 3.166 -0.230
H: 1.214 2.129 -1.693
H: 0.520 -5.895 2.592
H: 1.019 -4.513 3.003
O: 1.321 -5.397 2.806

Results
Multiplicity: 2
LUMO (alpha / beta) (eV): 3.0 / 3.0
ΔE to the lowest compared entry with this formula, charge and spin (kcal per mole): 22.1
Kohn-Sham gap (alpha / beta) (Eh): 0.0833 / 0.2683
Total charge: -1

***

Ordered strongest force on any atom results: 4.322; 2.614; 2.868; 4.151; 2.089; 1.143; 6.463; 3.329; 4.794; 3.707; 0.912; 2.463; unit eV Å⁻¹.
Ordered total energy results: -3570.31496; -747.99890; -9580.18532; -599.73024; -388.23644; -341.94486; -366.18343; -989.02743; -365.74987; -664.37872; -3651.78851; -1031.16202; unit a.u..